# 1
{
  "formula": "C2H5O2S2",
  "method": "wB97M-V/def2-TZVPD",
  "symbols": ["C", "S", "S", "H", "H", "H", "H", "O", "C", "O", "H"],
  "xyz": [[-0.148, 2.007, 0.911], [1.469, 1.225, 1.203], [0.887, -0.693, 1.571], [0.059, 3.079, 0.890], [-0.608, 1.782, -0.045], [-0.690, 1.820, 1.877], [-0.753, -1.379, 0.089], [-0.942, -1.913, -0.717], [-0.007, -1.936, -1.660], [-0.261, -2.450, -2.722], [0.993, -1.543, -1.399]],
  "charge": -1,
  "homo_energy_ev": -2.783,
  "e_above_lowest_kcal_mol": 5.4,
  "total_energy_ev": -27922.396,
  "max_force_ev_per_a": 1.882,
  "gap_ev": 6.3
}

# 2
{
  "formula": "C13H28CdN4O7",
  "method": "wB97M-V/def2-TZVPD",
  "symbols": ["O", "H", "Cd", "N", "N", "N", "N", "O", "O", "O", "O", "C", "C", "C", "C", "C", "H", "H", "H", "C", "H", "H", "H", "C", "C", "H", "H", "H", "H", "H", "H", "H", "H", "C", "H", "H", "H", "O", "H", "H", "C", "C", "C", "O", "C", "H", "H", "H", "H", "H", "H", "H", "H"],
  "xyz": [[-1.066, -0.184, -4.275], [-0.191, 0.037, -4.643], [-0.040, 0.186, -0.885], [-0.286, 2.087, 0.511], [1.283, 1.857, -1.552], [-1.606, -0.679, 0.663], [-1.003, -1.727, -1.642], [-1.108, 2.198, 1.509], [-1.657, -0.253, 1.961], [-0.876, -2.317, -2.894], [1.798, 1.868, -2.716], [1.590, 2.859, -0.675], [0.753, 2.960, 0.472], [-1.923, -1.965, 0.512], [-1.563, -2.549, -0.747], [0.974, 3.907, 1.602], [1.153, 3.357, 2.537], [0.090, 4.535, 1.777], [1.843, 4.545, 1.425], [2.794, 3.678, -0.962], [2.809, 4.005, -2.010], [3.703, 3.075, -0.805], [2.862, 4.547, -0.305], [-2.483, -2.776, 1.621], [-1.803, -3.988, -1.046], [-2.947, -2.120, 2.363], [-1.665, -3.322, 2.123], [-3.221, -3.486, 1.221], [-1.159, -4.330, -1.863], [-2.857, -4.171, -1.307], [-1.596, -4.600, -0.158], [-1.442, 0.752, 1.827], [-0.959, -1.539, -3.541], [-1.407, 0.954, -3.412], [-0.551, 1.584, -3.138], [-2.001, 0.644, -2.539], [-2.089, 1.561, -4.019], [-3.789, 2.681, -0.002], [-4.248, 1.818, -0.096], [-2.920, 2.410, 0.413], [2.443, -1.370, 2.779], [2.351, -2.455, 1.679], [1.921, -1.710, 0.422], [1.312, -0.480, 0.875], [1.633, -0.187, 2.260], [2.066, -1.721, 3.742], [3.484, -1.050, 2.884], [1.553, -3.168, 1.939], [3.281, -3.001, 1.499], [2.749, -1.424, -0.245], [1.184, -2.254, -0.191], [0.675, -0.059, 2.781], [2.151, 0.784, 2.272]],
  "homo_energy_ev": [-6.190, -6.091],
  "total_energy_ev": -38784.824,
  "max_force_ev_per_a": 3.579,
  "gap_ev": [5.2, 5.1]
}

# 3
{
  "formula": "C34H58IrN4O2Se",
  "method": "wB97M-V/def2-TZVPD",
  "symbols": ["Ir", "N", "C", "C", "N", "C", "C", "N", "C", "C", "N", "H", "H", "H", "H", "H", "H", "H", "H", "H", "H", "H", "H", "H", "H", "H", "H", "H", "H", "C", "C", "C", "C", "C", "C", "C", "Se", "C", "C", "C", "C", "C", "C", "O", "C", "C", "C", "C", "C", "C", "C", "C", "C", "O", "C", "C", "C", "C", "C", "C", "H", "H", "H", "H", "H", "H", "H", "H", "H", "H", "H", "H", "H", "H", "H", "H", "H", "H", "H", "H", "H", "H", "H", "H", "H", "H", "H", "H", "H", "H", "H", "H", "H", "H", "H", "H", "H", "H", "H", "H"],
  "xyz": [[0.070, -0.232, 0.211], [-0.514, 1.621, 1.329], [-0.932, 1.343, 2.725], [-1.671, 0.026, 2.752], [-0.779, -1.050, 2.281], [-1.529, -2.268, 1.938], [-0.718, -3.075, 0.952], [-0.443, -2.211, -0.218], [0.313, -1.321, 3.244], [1.647, -1.379, 2.531], [1.723, -0.254, 1.580], [0.174, 2.371, 1.307], [-1.319, 1.963, 0.802], [-1.584, 2.127, 3.110], [-0.042, 1.328, 3.353], [-2.518, 0.079, 2.068], [-2.065, -0.170, 3.756], [-2.471, -1.970, 1.476], [-1.769, -2.867, 2.821], [-1.280, -3.965, 0.666], [0.229, -3.408, 1.369], [-1.306, -2.063, -0.747], [0.244, -2.619, -0.852], [0.153, -2.264, 3.772], [0.318, -0.541, 4.004], [1.757, -2.290, 1.949], [2.453, -1.356, 3.266], [2.593, -0.316, 1.048], [1.746, 0.619, 2.101], [-3.860, 5.825, -2.712], [-3.031, 5.533, -1.452], [-1.824, 6.470, -1.432], [-3.891, 5.826, -0.212], [-2.626, 4.063, -1.441], [-1.319, 3.643, -1.559], [-1.041, 2.281, -1.437], [0.482, 1.403, -2.123], [2.226, 1.451, -1.366], [3.129, 2.501, -1.370], [4.476, 2.214, -1.206], [4.842, 0.866, -1.175], [3.946, -0.209, -1.194], [2.582, 0.111, -1.215], [1.587, -0.809, -1.094], [4.429, -1.665, -1.176], [3.891, -2.379, -2.427], [5.954, -1.766, -1.188], [3.912, -2.386, 0.079], [5.485, 3.351, -1.060], [5.364, 4.331, -2.235], [5.174, 4.090, 0.253], [6.929, 2.849, -0.998], [-2.005, 1.303, -1.175], [-1.629, 0.035, -0.854], [-3.359, 1.701, -1.230], [-3.608, 3.064, -1.352], [-4.510, 0.688, -1.125], [-4.368, -0.340, -2.259], [-5.878, 1.358, -1.258], [-4.467, -0.026, 0.232], [-4.195, 6.863, -2.699], [-3.265, 5.668, -3.614], [-4.744, 5.188, -2.771], [-2.173, 7.501, -1.382], [-1.190, 6.296, -0.559], [-1.219, 6.378, -2.336], [-4.124, 6.890, -0.171], [-4.837, 5.283, -0.232], [-3.360, 5.563, 0.706], [-0.525, 4.348, -1.766], [2.798, 3.521, -1.519], [5.895, 0.633, -1.143], [4.306, -1.931, -3.331], [4.184, -3.430, -2.405], [2.804, -2.325, -2.483], [6.377, -1.303, -2.080], [6.405, -1.308, -0.305], [6.241, -2.818, -1.198], [2.822, -2.397, 0.095], [4.265, -3.418, 0.083], [4.286, -1.901, 0.988], [4.411, 4.863, -2.236], [6.156, 5.078, -2.170], [5.470, 3.810, -3.188], [4.187, 4.558, 0.223], [5.210, 3.404, 1.102], [5.911, 4.876, 0.423], [7.224, 2.362, -1.929], [7.593, 3.700, -0.848], [7.091, 2.161, -0.167], [-4.641, 3.380, -1.371], [-4.459, 0.149, -3.230], [-3.408, -0.854, -2.220], [-5.163, -1.084, -2.182], [-5.984, 1.865, -2.218], [-6.652, 0.592, -1.207], [-6.068, 2.070, -0.454], [-3.551, -0.606, 0.327], [-4.525, 0.698, 1.050], [-5.317, -0.704, 0.322]],
  "charge": 2,
  "spin_multiplicity": 2,
  "homo_energy_ev": [-13.205, -13.117],
  "total_energy_ev": -114425.705,
  "s2": 0.766,
  "max_force_ev_per_a": 2.112,
  "gap_ev": [6.6, 5.3]
}

# 4
{
  "formula": "C9H10N5OOsS",
  "method": "wB97M-V/def2-TZVPD",
  "symbols": ["Os", "C", "C", "N", "N", "C", "N", "S", "C", "C", "C", "C", "C", "N", "H", "H", "H", "H", "H", "H", "H", "H", "H", "H", "O", "C", "N"],
  "xyz": [[-0.070, 1.202, -1.121], [0.039, -2.638, 0.815], [0.010, -1.235, 0.381], [-0.048, -0.782, -0.854], [-0.086, -1.623, -1.933], [-0.118, -1.123, -3.182], [-0.099, -1.873, -4.250], [-0.179, 0.634, -3.375], [0.051, -0.154, 1.385], [0.116, -0.360, 2.764], [0.143, 0.737, 3.619], [0.109, 2.023, 3.103], [0.053, 2.161, 1.717], [0.023, 1.119, 0.898], [0.028, -3.377, 0.016], [-0.812, -2.849, 1.473], [0.925, -2.827, 1.430], [-0.091, -2.636, -1.771], [-0.038, -2.891, -4.258], [-0.102, -1.438, -5.173], [0.144, -1.357, 3.182], [0.188, 0.593, 4.696], [0.122, 2.902, 3.733], [0.031, 3.151, 1.267], [-0.139, 5.366, -1.679], [-0.114, 4.238, -1.532], [-0.086, 3.035, -1.350]],
  "charge": 3,
  "homo_energy_ev": [-20.287, -20.287],
  "e_above_lowest_kcal_mol": 36.8,
  "total_energy_ev": -32263.329,
  "max_force_ev_per_a": 3.026,
  "gap_ev": [5.8, 5.8]
}

# 5
{
  "formula": "C6H8N2",
  "method": "wB97M-V/def2-TZVPD",
  "symbols": ["C", "C", "C", "C", "C", "C", "H", "H", "H", "H", "H", "H", "H", "H", "N", "N"],
  "xyz": [[-2.434, 1.244, 0.745], [-0.291, 0.582, 0.012], [1.055, 0.924, -0.415], [1.942, -0.107, -0.633], [0.340, -1.783, 0.063], [-0.571, -0.833, 0.276], [-3.110, 2.088, 0.697], [-2.394, 0.788, 1.696], [-2.956, 0.433, 0.138], [1.243, 1.998, -0.673], [2.915, 0.050, -1.040], [2.198, -2.152, -0.845], [0.105, -2.825, 0.300], [-1.580, -1.153, 0.659], [-1.109, 1.538, 0.221], [1.585, -1.451, -0.395]],
  "homo_energy_ev": -7.625,
  "e_above_lowest_kcal_mol": 22.8,
  "smiles": "CN=c1cc[nH]cc1",
  "total_energy_ev": -9330.719,
  "max_force_ev_per_a": 2.794,
  "gap_ev": 8.3
}